{"formula": "H34N4O13S", "method": "ωB97M-V/def2-TZVPD", "charge": 2, "homo_energy_ev": -14.062, "homo_lumo_gap_ev": 6.516, "e_above_lowest_ev": 0.000, "lumo_ha": -0.2773, "elements": ["N", "H", "H", "H", "H", "N", "H", "H", "H", "H", "N", "H", "H", "H", "H", "N", "H", "H", "H", "H", "S", "O", "O", "O", "O", "O", "H", "H", "O", "H", "H", "O", "H", "H", "O", "H", "H", "O", "H", "H", "O", "H", "H", "O", "H", "H", "O", "H", "H", "O", "H", "H"], "positions_angstrom": [[-0.4952, -1.6294, -3.4406], [0.2215, -2.3357, -3.5284], [-0.3403, -0.9876, -4.2049], [-0.5015, -1.3390, -2.4733], [-1.2397, -2.3024, -3.5543], [3.2722, 1.2468, 0.7753], [2.3053, 0.9549, 0.7709], [3.3985, 2.2450, 0.6863], [3.7236, 0.8451, -0.0340], [3.7773, 0.9371, 1.5933], [0.3163, 3.7217, -1.2259], [0.1720, 2.8591, -0.7207], [-0.5436, 3.7567, -1.7544], [1.1258, 3.7585, -1.8288], [0.2764, 4.5031, -0.5872], [2.0651, -2.4617, -0.9571], [1.8676, -3.3852, -0.5987], [2.2361, -2.5364, -1.9497], [2.9373, -2.2165, -0.5107], [1.2979, -1.8553, -0.7046], [-0.1209, 0.0277, 0.0445], [-1.3346, -0.1782, 0.8648], [1.1216, -0.0691, 0.8622], [-0.0415, -0.9099, -1.0323], [-0.1898, 1.3755, -0.4250], [-2.3616, -2.8892, -0.7304], [-2.0928, -3.1060, 0.1623], [-2.1087, -1.9727, -0.8413], [-2.6909, 1.5958, -1.7979], [-1.8784, 1.3505, -1.3553], [-2.8522, 0.8829, -2.4159], [-0.9861, 3.5310, 1.7213], [-1.1029, 2.6019, 1.5229], [-0.0379, 3.6616, 1.7089], [-2.9226, 0.5250, 2.8535], [-2.2704, 0.3656, 2.1712], [-2.5851, 0.0628, 3.6208], [2.0391, -1.9747, 2.4144], [1.8571, -1.1761, 1.9190], [2.8804, -1.8072, 2.8391], [-4.1873, -0.2524, 0.1016], [-3.2535, -0.3069, 0.3049], [-4.2993, 0.6180, -0.2806], [1.7266, 0.4586, -2.7180], [0.9486, 0.4787, -2.1606], [2.4369, 0.2031, -2.1295], [-2.0167, -2.6184, 2.1021], [-1.6316, -1.8329, 1.7137], [-1.5054, -2.7684, 2.8973], [0.8504, 0.2304, 3.5777], [1.1313, 0.2069, 2.6630], [1.6058, -0.0924, 4.0691]], "atomic_forces_ev_per_a": [[0.30, -2.56, -1.23], [1.11, 0.07, 0.00], [-0.46, 0.59, -0.05], [0.01, 1.17, 0.97], [-1.60, 0.40, -0.47], [2.24, 1.01, -0.51], [-1.96, -0.76, 0.31], [-0.05, 0.55, 0.21], [0.31, -0.21, -0.26], [0.05, -0.15, 0.58], [-0.61, 1.37, -0.32], [0.45, -1.27, 0.72], [-0.48, 0.33, -0.77], [0.15, -0.06, -0.21], [0.08, 0.48, 0.30], [1.51, -1.47, 0.19], [-0.33, -0.71, 0.24], [-0.12, 0.13, -0.40], [0.28, 0.32, 0.36], [-1.02, 0.94, -0.05], [-3.66, 0.89, 6.07], [2.39, -0.75, -1.58], [0.59, -0.38, -0.88], [0.62, -2.11, -2.18], [0.64, 2.29, -2.00], [0.50, -0.17, -1.28], [-0.17, -0.23, 0.84], [-0.39, 0.26, 0.35], [0.20, 0.39, -0.34], [0.11, 0.01, 0.39], [-0.45, -0.15, -0.18], [0.15, 0.46, -0.64], [-0.37, -0.48, 0.23], [0.25, 0.04, 0.51], [-0.18, 0.41, 0.20], [-0.11, 0.00, 0.22], [-0.02, -0.07, 0.29], [0.74, -0.72, -0.43], [-0.48, -0.08, -0.12], [0.28, -0.36, 0.44], [-0.17, -0.39, -0.42], [-0.01, 0.06, 0.30], [-0.09, 0.31, 0.00], [0.32, 0.02, -0.53], [-0.34, 0.15, 0.31], [0.22, 0.01, -0.04], [0.10, -0.51, -0.30], [-0.07, 0.55, 0.13], [0.06, -0.19, 0.31], [0.02, 0.69, 0.21], [-0.48, 0.06, 0.08], [-0.04, -0.18, 0.45]], "lowdin_charge": [0.33, 0.14, 0.16, 0.03, 0.16, 0.34, 0.03, 0.16, 0.14, 0.16, 0.33, 0.02, 0.15, 0.15, 0.14, 0.34, 0.16, 0.14, 0.14, 0.05, 0.36, -0.30, -0.39, -0.37, -0.34, -0.04, 0.00, -0.02, -0.02, -0.03, 0.04, -0.01, 0.01, 0.02, -0.04, -0.05, 0.04, -0.04, -0.06, 0.05, -0.03, -0.04, 0.03, -0.03, -0.02, 0.02, -0.03, -0.02, 0.06, -0.03, -0.05, 0.04]}

=====

{"formula": "C3H10N2O2", "method": "ωB97M-V/def2-TZVPD", "charge": 0, "homo_energy_ev": -9.669, "homo_lumo_gap_ev": 10.400, "e_above_lowest_ev": 1.110, "lumo_ha": 0.0269, "smiles": "CNC(=O)CN.O", "elements": ["C", "N", "C", "O", "C", "N", "H", "H", "H", "H", "H", "H", "H", "H", "O", "H", "H"], "positions_angstrom": [[0.5327, -2.0222, -0.8126], [-0.3255, -1.0726, -0.1273], [-0.3992, 0.2581, -0.3188], [0.2570, 0.9163, -1.0917], [-1.3397, 0.9549, 0.6916], [-2.7803, 0.6543, 0.4322], [1.0877, -1.4463, -1.5624], [-0.0684, -2.7374, -1.3438], [1.2714, -2.4429, -0.1224], [-0.9829, -1.4331, 0.5436], [-1.1216, 0.6718, 1.7166], [-1.1526, 2.0107, 0.4968], [-2.9861, 0.7037, -0.5653], [-3.3011, 1.4492, 0.7809], [3.8875, 1.0448, 0.0618], [4.4001, 1.5194, 0.7406], [3.0210, 0.9715, 0.4801]], "atomic_forces_ev_per_a": [[0.50, 1.38, -0.29], [-0.27, -0.57, 0.22], [-0.27, 0.20, 1.38], [0.36, -0.04, -0.63], [-0.75, 0.28, -1.38], [0.28, 0.06, -0.16], [-0.05, -0.15, 0.13], [-0.06, -0.64, 0.00], [-0.32, -0.26, -0.17], [-0.02, -0.09, 0.01], [0.19, 0.05, 0.09], [0.25, 0.06, 0.43], [0.37, -0.19, 0.05], [-0.18, -0.10, 0.38], [0.18, 0.32, 0.77], [-0.12, -0.27, -0.50], [-0.08, -0.05, -0.31]], "lowdin_charge": [-0.06, 0.00, -0.53, 0.06, -0.18, -0.01, 0.09, 0.08, 0.09, 0.13, 0.11, 0.11, 0.07, 0.06, -0.07, 0.04, 0.02]}

=====

{"formula": "C5H8IN2", "method": "ωB97M-V/def2-TZVPD", "charge": 1, "homo_energy_ev": -12.997, "homo_lumo_gap_ev": 6.720, "e_above_lowest_ev": 2.642, "lumo_ha": -0.2307, "elements": ["C", "C", "C", "C", "C", "N", "N", "I", "H", "H", "H", "H", "H", "H", "H", "H"], "positions_angstrom": [[-0.0109, -0.1717, 0.6287], [0.1386, -2.3030, 0.1948], [-0.9653, -0.4297, -0.5409], [0.8954, 0.9629, 0.2808], [0.4001, 2.3016, 0.1934], [0.6056, -1.3934, 0.9806], [-0.5781, -1.8474, -0.8615], [2.8402, 0.4382, 0.0553], [-0.7204, 0.1449, 1.3836], [0.3770, -3.3932, 0.3236], [-1.9217, -0.2332, -0.1520], [-0.6900, 0.0594, -1.4802], [-0.6615, 2.2119, -0.3096], [1.1392, 3.0371, -0.1854], [0.2872, 2.9670, 1.0514], [-1.1356, -2.3515, -1.5625]], "atomic_forces_ev_per_a": [[0.16, 1.24, -0.33], [0.83, -0.96, -0.02], [2.13, -1.47, -2.43], [0.84, -1.27, 1.57], [-1.19, 1.45, -1.54], [0.06, -1.35, 0.61], [-1.84, 0.62, 0.07], [-0.55, 0.47, -0.08], [0.42, 0.58, 0.83], [-0.17, 1.28, -0.28], [-1.61, -0.25, -0.39], [-0.67, 0.77, 0.37], [2.06, 0.75, 0.72], [-0.45, -0.74, -1.28], [-0.59, -1.06, 1.23], [0.58, -0.03, 0.94]], "lowdin_charge": [-0.45, -0.18, -0.08, -0.62, -0.10, 0.01, 0.05, 1.27, 0.17, 0.16, 0.11, 0.13, 0.16, 0.10, 0.13, 0.16]}

=====

{"formula": "C3H8N2O", "method": "ωB97M-V/def2-TZVPD", "charge": 1, "homo_energy_ev": [-15.396, -15.338], "s2": 0.76, "homo_lumo_gap_ev": [9.859, 6.126], "spin_multiplicity": 2, "e_above_lowest_ev": 4.594, "lumo_ha": [-0.2035, -0.3385], "elements": ["N", "C", "C", "C", "N", "O", "H", "H", "H", "H", "H", "H", "H", "H"], "positions_angstrom": [[-0.9923, -0.5607, -1.2809], [-0.2849, 0.4944, -0.5654], [-1.2328, 1.3107, 0.2933], [0.6922, -0.1975, 0.4351], [0.9757, -1.5636, -0.1186], [1.1217, 0.5637, 1.3661], [-0.3348, -1.4134, -1.3077], [-1.3062, -0.3976, -2.1687], [0.3197, 1.1252, -1.2632], [-2.0417, 1.8697, -0.2642], [-1.7425, 0.6496, 0.9502], [-0.6086, 2.0013, 0.8860], [1.7540, -1.9536, 0.3792], [0.0564, -1.1653, 0.6777]], "atomic_forces_ev_per_a": [[4.17, -0.44, 1.30], [-0.71, -0.74, 0.73], [-0.94, 2.04, -0.72], [3.56, 5.39, -0.34], [-1.89, 3.64, 2.21], [-0.83, -4.04, -3.17], [-1.21, 0.20, 0.78], [-2.11, 1.05, -2.85], [-0.55, -0.37, 0.06], [1.17, -0.52, 0.35], [-0.40, -0.58, 0.77], [-0.48, -0.26, -0.36], [0.38, -0.61, 1.01], [-0.15, -4.77, 0.23]], "mulliken_spin": [0.85, 0.02, 0.08, -0.02, 0.00, 0.06, -0.01, -0.02, 0.04, 0.00, 0.00, 0.00, 0.00, 0.00]}

=====

One value per record, in order, for strongest force on any atom: 7.144 1.597 3.557 6.469 eV/Å.
One value per record, in order, for energy: -43949.0009 -10348.3775 -16385.7848 -8255.3271 eV.